2 unconnected molecules or ions with the total composition C5H14O2 at a distorted geometry, computed with the ωB97M-V functional and the def2-TZVPD basis.

The geometry in XYZ format:
```
21
Properties=species:S:1:pos:R:3:forces:R:3:mulliken_charge:R:1
C -2.311 -1.130 -1.055 -0.6 -1.3 0.3 -1.11
C -2.502 -0.152 0.095 0.2 0.5 -1.3 -0.42
C -1.333 -0.009 1.079 -0.7 -1.2 1.1 -0.75
C 0.108 -0.185 0.632 -0.4 0.9 -2.6 -0.35
C 0.316 0.503 -0.745 1.6 0.8 0.9 -0.62
O 1.500 1.378 -0.596 -0.4 -0.6 -0.6 -0.59
H -3.135 -1.101 -1.746 -0.4 0.7 -0.6 0.39
H -1.395 -1.071 -1.628 0.2 0.1 0.1 0.22
H -2.467 -2.165 -0.727 0.7 0.0 0.3 0.31
H -2.789 0.802 -0.359 0.3 0.2 0.2 0.32
H -3.402 -0.476 0.609 0.0 0.1 0.4 0.36
H -1.474 0.922 1.630 0.1 0.0 0.1 0.24
H -1.538 -0.843 1.764 0.2 0.4 0.5 0.32
H 0.842 0.373 1.191 0.0 -0.4 1.0 0.41
H 0.396 -1.223 0.488 0.0 -0.1 0.5 0.27
H 0.620 -0.193 -1.525 -0.7 -0.1 -0.2 0.33
H -0.500 1.180 -0.989 -0.3 -0.4 -0.4 0.34
H 1.795 1.499 -1.505 0.2 0.4 0.1 0.33
O 3.369 -0.332 0.797 0.5 -0.3 -0.2 -0.59
H 4.317 -0.510 0.703 -0.3 0.0 0.1 0.29
H 3.073 -0.141 -0.102 -0.2 0.3 0.3 0.29
```
Forces are in eV/Å.

Its LUMO energy is 0.696 eV. As for the net charge: 0. The calculation puts the relative energy (zero: lowest compared OMol25 entry of this formula, charge and spin) at 20.72 kcal per mole. The gap between HOMO and LUMO comes out at 11.04 eV. Its SMILES is CCCCCO.O. The value obtained for the HOMO energy is -10.339 eV. The maximum force is 2.83 eV Å⁻¹.